1.
This record from the OMol25 dataset describes an isolated ion of composition C9H8NS and charge +1 in a non-equilibrium geometry. The level of theory is ωB97M-V/def2-TZVPD.

ORCA input file:
```
! RIJCOSX wB97M-V def2-TZVPD def2/J DEFGRID3
* xyz 1 1
C -1.2916 -0.3186 0.9582
C 2.2190 -0.6397 -1.6509
C -1.0261 -0.5644 3.2973
H -0.0062 1.5970 -2.0488
C 0.5290 1.0602 0.0962
N 1.2748 0.1276 -2.1260
H 2.9923 -0.7326 -2.3438
H 1.5836 1.3542 0.1959
H -2.4326 -1.6678 2.1957
H -1.4133 -0.7773 4.3506
C -0.1930 0.6019 1.1679
H 1.3119 0.2133 -3.1096
C -1.6491 -1.0089 2.1562
C 0.1028 0.8091 -1.3373
H -1.7295 0.1733 -2.3471
C -1.2695 0.0705 -1.4224
H 2.5929 -0.5869 -0.6091
C -1.7805 -0.3519 -0.3238
S 0.1849 0.6410 2.9008
*
```

Properties
**Relative energy (zero: lowest compared OMol25 entry of this formula, charge and spin)**: 80.9 kcal/mol
**Electronic energy**: -800.24659 Ha
**Frontier orbital gap (spin up / spin down)**: 5.77 / 6.80 eV
**Highest occupied orbital energy (spin up / spin down)**: -11.214 / -12.184 eV
**Structure (SMILES)**: C=[NH+][C@H]1C=C=c2ccsc2=C1

2.
This record from the OMol25 dataset describes C17H17AuF6N4O4Sb as an isolated structure in a non-equilibrium geometry. The level of theory is ωB97M-V/def2-TZVPD.

ORCA input file:
```
! RIJCOSX wB97M-V def2-TZVPD def2/J DEFGRID3
* xyz 2 4
N -2.2024 0.4905 -1.4808
C 3.1755 1.0172 -0.9697
F -2.7710 -4.3135 -1.9274
O 6.7471 -0.5766 0.3393
H 3.9519 -2.7711 -0.8510
H -0.4103 -2.5204 2.4929
C -1.2306 0.6528 4.1487
H -0.7776 3.1456 2.9613
H 5.2773 1.3140 -0.7036
C -4.1177 2.4995 -1.4250
N -0.8023 -0.6921 2.1920
C -1.1133 0.4627 2.6837
O 6.7524 -2.1459 -1.2252
C 4.7675 -0.7700 -0.8221
F -0.0023 -2.9172 0.4358
C -4.3779 1.2613 -2.0323
H 1.0821 2.1975 -2.3049
O -0.5882 -1.7093 3.0165
C -1.3639 1.5404 1.7124
C 6.2088 -1.1792 -0.5470
H -2.6934 3.7193 -0.4037
O -0.6963 2.2592 -1.4775
H -2.5086 3.0606 2.6221
C -3.3596 0.2838 -2.0164
H 6.2471 -2.5511 -1.9462
N -1.4536 1.1729 0.4866
C 3.7453 -1.7121 -0.9207
F -0.8861 -2.4367 -1.9410
F -2.5514 -2.5243 0.1138
H 2.9540 2.0725 -0.9537
H -4.8770 3.2689 -1.4410
H -1.3956 3.6529 1.3842
Au -0.8080 -0.7781 -0.0988
H -3.5128 -0.6967 -2.4519
C 0.4300 1.6185 -1.6393
H -0.2437 0.5671 4.6086
F -1.6595 -4.9373 0.8234
C -1.8505 1.7007 -0.7986
C 2.1349 0.0807 -1.1076
H -1.8230 -0.1656 4.5657
C 4.4775 0.5975 -0.8220
F 0.0602 -4.8649 -1.4190
N 0.8141 0.5118 -1.1325
C -2.9210 2.7543 -0.8256
H 1.6438 -2.0161 -1.1790
Sb -1.4026 -3.9212 -0.7379
H -1.6755 1.6015 4.4292
C -1.5143 2.9317 2.1882
H -5.3193 1.0548 -2.5180
C 2.4378 -1.2889 -1.0850
*
```

Properties
**Electronic energy**: -2152.42429 Ha
**Frontier orbital gap (spin up / spin down)**: 7.92 / 5.06 eV
**Highest occupied orbital energy (spin up / spin down)**: -15.260 / -15.589 eV

3.
This record from the OMol25 dataset describes a single C6H10O molecule. The level of theory is ωB97M-V/def2-TZVPD.

ORCA input file:
```
! RIJCOSX wB97M-V def2-TZVPD def2/J DEFGRID3
* xyz 0 1
C -1.1435 -0.6840 0.2815
O 1.7325 -0.8027 1.2174
C -0.0817 1.5625 -0.2162
H -2.0531 -1.2612 0.0828
H -1.9862 1.2725 0.7143
H 2.0178 1.6104 -0.3715
H 1.2367 -0.2191 1.8061
H -0.1253 -1.1178 -1.5779
H 0.1791 -2.3115 -0.3030
C -1.3693 0.7935 -0.0573
H 2.1487 -0.8306 -0.7462
C 1.3206 -0.4927 -0.1136
H -0.1693 2.6444 -0.3128
H -1.9424 0.8803 -0.9921
H -0.9341 -0.7975 1.3538
C 1.1253 0.9962 -0.2661
C 0.0444 -1.2427 -0.4992
*
```

Properties
**Relative energy (zero: lowest compared OMol25 entry of this formula, charge and spin)**: 0.3 kcal/mol
**Electronic energy**: -309.84188 Ha
**Frontier orbital gap**: 10.59 eV
**Highest occupied orbital energy**: -9.596 eV
**Structure (SMILES)**: O[C@@H]1C=CCCC1

4.
This record from the OMol25 dataset describes a single C3H4Cl2S molecule in a non-equilibrium geometry. The level of theory is ωB97M-V/def2-TZVPD.

ORCA input file:
```
! RIJCOSX wB97M-V def2-TZVPD def2/J DEFGRID3
* xyz 0 1
Cl 2.8523 0.7683 0.5489
C -0.8949 -1.3695 -0.5578
S 1.9162 -0.9580 0.1131
Cl -1.9523 1.5875 0.1951
C -0.1790 -0.3869 -0.1037
H 0.2657 1.2746 1.3205
C -0.2159 0.9753 0.3664
H 0.4480 1.4885 -0.3374
H -0.3184 -2.1471 -0.8665
H -1.9218 -1.2327 -0.6787
*
```

Properties
**Relative energy (zero: lowest compared OMol25 entry of this formula, charge and spin)**: 36.2 kcal/mol
**Electronic energy**: -1435.20104 Ha
**Frontier orbital gap**: 9.23 eV
**Highest occupied orbital energy**: -9.094 eV
**Structure (SMILES)**: C=C(CCl)SCl

5.
This record from the OMol25 dataset describes C28H35I2PdS3Sb as an isolated structure in a non-equilibrium geometry. The level of theory is ωB97M-V/def2-TZVPD.

ORCA input file:
```
! RIJCOSX wB97M-V def2-TZVPD def2/J DEFGRID3
* xyz 2 1
H -0.9352 -0.9930 4.8160
H -3.8685 1.5010 -2.2704
H -2.1291 -0.3365 2.0570
C -1.5837 -0.7670 -1.1357
H 3.0052 -1.5582 4.6895
H -0.1875 4.0479 -3.4910
H -1.9129 0.4504 4.4584
H 1.1027 0.1007 5.6678
H -0.6795 1.7016 1.4132
C -1.9290 -1.0143 2.8915
S 0.9827 -2.6681 5.3785
S -0.9483 -2.3634 2.1549
H -4.7207 -2.9725 -1.3963
I 3.5523 0.5489 1.3790
H -2.8725 -1.4446 3.2250
C -1.0672 4.8675 0.3117
H 1.4061 3.6257 -2.8930
C -2.6235 -2.9302 -0.9696
C -0.1419 3.4651 -1.4417
C -1.0950 3.7897 1.1852
H -0.7637 -0.9344 -3.6053
C 3.2654 1.1836 -2.5244
H -2.8752 1.8500 -0.8620
C 1.0472 0.0792 -3.0531
C 4.1931 -1.4597 0.8824
H 4.9745 -1.3950 0.1280
C 0.3513 3.3595 -2.8460
C 0.4507 -3.8925 4.1271
C -3.8330 -2.3626 -1.3325
C 2.2626 0.6142 -3.4778
C -0.1838 2.3937 -0.5554
H 4.5651 -1.9293 1.7914
C 1.5119 -0.0123 4.6620
S 0.2655 0.6039 3.4923
H 2.3462 0.6837 4.5476
C 0.1671 -0.5076 -3.9506
C -0.6490 2.5591 0.7439
C -2.9200 1.2794 -1.7914
H 1.8480 -1.7266 3.3307
H 1.2254 -4.0155 3.3681
H -0.5404 -2.5821 -0.6196
H -0.2385 -0.9383 -6.0050
C 0.4641 -0.5143 -5.3033
H -2.1162 1.6222 -2.4410
Pd 0.9311 -0.7398 1.4332
H -4.8429 -0.5864 -1.9506
C -0.9029 -3.6096 3.4995
H 2.7766 1.6550 -1.6675
H -2.5573 -3.9847 -0.7486
C -1.4960 -2.1309 -0.8763
H 0.3706 -4.8183 4.7003
H -1.2663 -4.5192 3.0187
C 2.5402 0.5981 -4.8432
H -1.4616 3.9069 2.1942
H -1.4038 5.8381 0.6391
H 1.8954 0.0358 -6.7993
H 3.9263 0.3921 -2.1661
Sb 0.3049 0.3212 -1.0141
H 3.4685 1.0250 -5.1956
H -1.6318 -3.3009 4.2450
C -2.7927 -0.1829 -1.5124
H 3.8855 1.9304 -3.0106
C 1.9581 -1.4472 4.3961
C -0.6028 4.6971 -0.9784
H -0.6020 5.5351 -1.6586
C 1.6524 0.0432 -5.7478
C -3.9044 -1.0122 -1.6266
C -1.2416 -0.2986 4.0331
I 2.5868 -2.7094 0.1409
H 0.2368 2.3528 -3.2402
*
```

Properties
**Electronic energy**: -3245.40918 Ha
**Frontier orbital gap (spin up / spin down)**: 3.85 / 3.86 eV
**Highest occupied orbital energy (spin up / spin down)**: -13.032 / -13.033 eV

6.
This record from the OMol25 dataset describes C19H44CaNO2P2S as an isolated structure in a non-equilibrium geometry. The level of theory is ωB97M-V/def2-TZVPD.

ORCA input file:
```
! RIJCOSX wB97M-V def2-TZVPD def2/J DEFGRID3
* xyz 1 1
C 0.0928 -1.3005 2.7438
H 3.2925 0.3367 -2.2573
H -5.3655 -1.8175 1.6764
H -2.4603 5.2804 -0.6748
H 0.7312 1.5124 -2.7868
H -2.5247 3.4197 2.2601
O -0.5824 2.5563 0.1407
C -3.8520 -1.2113 0.3182
H 2.5640 3.0547 2.7529
H -1.3313 4.6425 2.8059
H -4.7149 -3.1942 0.7819
C -2.1992 -0.8036 -2.0350
C -2.5443 4.3144 -0.1810
H 3.6489 -1.2516 2.1781
C -2.0936 -3.3249 -0.8319
H 1.4044 -2.3404 -1.5399
H 2.1355 2.7736 0.4074
Ca -0.2384 0.4040 0.4031
H -4.8884 0.4536 1.1724
C 5.1546 -0.1518 -0.7907
O 0.1475 -1.8776 3.7361
H 5.2771 0.9374 -0.7885
C 2.4825 0.8922 -1.7807
H 1.4457 0.0900 -3.5482
C 4.4607 -0.8838 1.5413
C 3.9971 -0.6277 0.1010
H 4.9071 0.0238 1.9812
H 4.4084 2.7192 -0.5943
H 2.7061 1.9763 -1.8081
C 4.2658 2.6082 0.4857
H 5.0678 -0.4929 -1.8244
H 5.2505 -1.6440 1.5087
H 0.8852 -1.5766 -1.6271
C -4.4393 -2.2479 1.2737
C 2.8851 2.0873 0.8488
H -4.1050 -2.8873 -1.7003
H -3.1984 -4.1787 -2.4870
P -2.0699 -1.5709 -0.3096
S -0.9368 4.0102 0.5718
H -1.0207 0.3087 -3.3895
H -1.2728 -3.3617 -1.5666
C -1.7546 -4.2484 0.3347
H -0.5814 -1.3741 -3.4429
H -3.4953 0.9666 0.2580
H 1.7783 1.4800 2.6739
C 1.2194 0.5496 -2.5605
H 3.5383 1.5820 2.8791
H -4.4260 -1.1977 -0.6256
H 3.5642 -1.5563 -0.3266
H -2.5798 -4.2695 1.0546
H -3.7531 -2.4506 2.1145
C -3.4127 -3.7176 -1.5150
C -3.8595 0.1819 0.9191
H 6.1006 -0.5619 -0.4054
H -2.8295 -1.4451 -2.6474
H 4.4135 3.6069 0.9181
H 5.0599 1.9710 0.8940
H -3.2901 0.2363 1.8492
N 0.2623 -0.3314 -1.8147
H -1.6045 -5.2655 -0.0504
H -2.8434 3.5545 -0.9082
H -0.8405 -3.9464 0.8589
H -3.2923 4.4018 0.6026
P 2.5021 0.4254 0.0567
H -3.9497 -4.4665 -0.9187
C -0.8739 -0.5720 -2.7508
C -1.4683 3.7096 2.2567
C 2.6768 2.0332 2.3683
H -0.8608 2.9063 2.6822
H -2.7730 0.1413 -1.9215
*
```

Properties
**Relative energy (zero: lowest compared OMol25 entry of this formula, charge and spin)**: 38.9 kcal/mol
**Electronic energy**: -2713.80513 Ha
**Frontier orbital gap**: 5.96 eV
**Highest occupied orbital energy**: -8.896 eV